# CH2IN

A 2-piece molecular cluster, CH2IN overall (ωB97M-V/def2-TZVPD, the OMol25 dataset).

Structure (ORCA input):
```
! wB97M-V def2-TZVPD RIJCOSX def2/J DEFGRID3
* xyz 0 1
C -0.23 -1.23 -1.52
N 0.91 -0.94 -1.50
I -1.52 1.62 0.67
H -0.68 0.84 1.76
H 1.94 -0.72 -1.47
*
```

The value obtained for the orbital gap is 0.39218 hartree. For the lowest unoccupied orbital energy, the calculation gives 0.8 eV. The value obtained for the total energy is -10658.5166 eV.

# C6H5O3

A 2-piece molecular cluster, C6H5O3 overall (ωB97M-V/def2-TZVPD, the OMol25 dataset).

Structure (ORCA input):
```
! wB97M-V def2-TZVPD RIJCOSX def2/J DEFGRID3
* xyz -1 1
C 3.42 1.61 -0.29
C 4.52 2.26 -0.33
C 2.98 -1.57 -0.13
C 2.41 0.72 -0.15
C -0.97 0.49 -0.07
C 0.35 -0.04 0.66
O 3.00 -2.07 -1.22
O 3.00 -1.65 1.07
O 1.36 0.94 0.65
H -1.13 0.17 -1.12
H -1.88 0.21 0.44
H -0.73 1.58 -0.24
H 0.83 -0.99 0.14
H 0.17 -0.40 1.57
*
```

The value obtained for the orbital gap is 0.26059 hartree. For the lowest unoccupied orbital energy, the calculation gives 3.5 eV. The value obtained for the total energy is -12441.3319 eV.

# C28H61AlBCl3Cs2F4IKN2O13PSSi2

C28H61AlBCl3Cs2F4IKN2O13PSSi2 as an isolated structure (ωB97M-V/def2-TZVPD, the OMol25 dataset).

Structure (ORCA input):
```
! wB97M-V def2-TZVPD RIJCOSX def2/J DEFGRID3
* xyz -1 1
C 5.29 1.35 -0.42
C 4.66 0.82 -1.35
Si 3.55 0.14 -2.77
I 4.88 -1.08 -4.41
O 2.17 -0.71 -2.22
Si 2.46 -2.21 -1.46
C 3.62 -2.09 0.03
C 3.15 -1.13 1.17
C 2.81 -1.86 2.51
S 0.97 -1.82 2.80
C 0.74 -2.81 -0.81
C -0.31 -2.77 -2.00
C -1.66 -3.45 -1.54
C -2.92 -3.01 -2.33
O -3.04 -3.41 -3.44
O -3.92 -2.22 -1.79
C -5.06 -2.22 -2.68
C -6.30 -1.40 -2.12
N 3.00 -3.50 -2.54
C 4.31 -4.09 -2.15
C 4.74 -5.26 -3.09
C 5.10 -4.83 -4.54
C 6.59 -4.35 -4.59
B 2.86 1.77 -3.70
O 3.83 2.64 -4.20
O 1.51 1.98 -3.84
C 1.16 3.23 -3.22
C 1.09 3.01 -1.67
H 5.59 2.00 0.53
H 3.73 -3.09 0.51
H 4.65 -1.83 -0.30
H 4.04 -0.46 1.41
H 2.33 -0.43 0.83
H 3.20 -2.93 2.56
H 3.28 -1.28 3.39
H 0.55 -0.57 2.39
H 0.39 -2.01 -0.11
H 0.80 -3.80 -0.33
H 0.11 -3.23 -2.92
H -0.55 -1.73 -2.29
H -1.56 -4.54 -1.65
H -1.80 -3.23 -0.46
H -5.44 -3.24 -2.86
H -4.82 -1.76 -3.66
H -7.14 -2.08 -1.87
H -6.65 -0.72 -2.92
H -6.03 -0.77 -1.25
H 2.32 -4.25 -2.46
H 5.11 -3.32 -2.08
H 4.22 -4.56 -1.14
H 5.66 -5.71 -2.66
H 3.95 -6.04 -3.17
H 5.05 -5.78 -5.19
H 4.38 -4.12 -4.99
H 6.81 -3.50 -3.91
H 7.21 -5.20 -4.24
H 6.93 -4.14 -5.63
H 4.57 2.56 -3.58
H 1.89 4.04 -3.41
H 0.17 3.61 -3.56
H 0.38 3.73 -1.24
H 2.09 3.16 -1.19
H 0.78 1.96 -1.47
Cs 1.66 -3.46 4.29
C -4.71 -5.34 1.03
C -3.26 -5.87 1.02
O -2.59 -5.36 2.06
H -4.73 -4.25 0.94
H -5.28 -5.75 0.17
H -5.24 -5.63 1.94
H -2.88 -5.64 -0.01
H -3.36 -6.99 0.97
Cl 4.11 -7.02 -6.09
Cs 4.55 1.96 1.62
K 4.02 -9.54 -6.49
C -3.50 3.87 0.20
O -3.48 4.96 1.10
P -2.28 6.14 0.94
O -1.43 5.37 -0.03
O -1.77 5.88 2.48
C -2.72 5.67 3.53
O -1.30 7.51 0.80
C -1.57 8.62 1.68
H -4.44 3.33 0.36
H -3.48 4.21 -0.84
H -2.67 3.20 0.40
H -2.89 4.60 3.66
H -3.67 6.17 3.33
H -2.30 6.07 4.46
H -1.09 8.45 2.64
H -2.64 8.76 1.81
H -1.15 9.52 1.23
C 3.44 6.24 6.63
C 4.10 5.08 5.86
O 4.60 4.18 6.56
O 4.05 5.17 4.61
H 3.52 6.09 7.71
H 3.93 7.18 6.37
H 2.38 6.31 6.36
F 2.28 -1.51 -9.83
Al 2.66 -1.47 -8.15
F 3.11 -3.05 -7.61
F 1.28 -0.93 -7.25
F 3.98 -0.38 -7.88
C 1.42 5.70 10.34
Cl 2.52 6.79 9.48
Cl 0.25 4.96 9.23
H 2.00 4.92 10.81
H 0.88 6.26 11.09
C -7.24 0.26 4.14
O -7.96 0.97 4.81
N -7.30 0.13 2.80
C -6.40 -0.74 2.06
C -8.29 0.89 2.06
H -6.45 -0.36 4.60
H -5.82 -0.15 1.35
H -6.99 -1.50 1.54
H -5.71 -1.25 2.73
H -8.14 1.96 2.24
H -9.29 0.62 2.42
H -8.22 0.68 1.00
*
```

The value obtained for the orbital gap is 0.10512 hartree. For the lowest unoccupied orbital energy, the calculation gives -0.9 eV. The value obtained for the total energy is -176733.3897 eV.

# C12H18AsNO9SSiTi

C12H18AsNO9SSiTi as an isolated structure (ωB97M-V/def2-TZVPD, the OMol25 dataset).

Structure (ORCA input):
```
! wB97M-V def2-TZVPD RIJCOSX def2/J DEFGRID3
* xyz -1 2
Ti -0.69 0.03 0.93
O -1.28 -0.62 -2.90
As -1.80 0.62 -1.78
O -2.17 1.95 -2.64
O -0.43 0.82 -0.73
C -3.42 -0.14 -0.99
C -4.54 0.55 -1.42
C -5.81 0.16 -0.99
C -5.97 -0.92 -0.14
C -4.85 -1.62 0.30
C -3.59 -1.23 -0.12
S -2.20 -2.13 0.55
O -2.57 -3.50 0.69
O -1.82 -1.46 1.83
O -1.13 -1.80 -0.40
H -0.92 -1.36 -2.38
H -4.40 1.40 -2.08
H -6.68 0.71 -1.33
H -6.95 -1.22 0.18
H -4.95 -2.47 0.96
O -1.88 3.22 0.72
C -2.63 2.36 1.15
O -2.37 1.11 1.35
H -3.67 2.64 1.42
C 0.83 -1.17 4.11
Si 1.60 -1.69 2.48
C 1.37 -3.53 2.36
C 3.41 -1.29 2.61
O 0.94 -0.92 1.22
H 1.22 -1.77 4.94
H -0.26 -1.30 4.08
H 1.03 -0.11 4.31
H 1.65 -4.03 3.30
H 1.97 -3.96 1.55
H 0.32 -3.76 2.16
H 3.86 -1.69 3.52
H 3.53 -0.20 2.62
H 3.96 -1.68 1.75
C 1.48 3.39 0.84
C 0.81 2.42 1.69
N 0.24 1.54 2.13
H 2.51 3.56 1.15
H 0.93 4.33 0.83
H 1.44 2.94 -0.15
*
```

As for the expectation value of S²: 0.752. The value obtained for the orbital gap (spin up / spin down) is 0.24665 / 0.33857 hartree. For the lowest unoccupied orbital energy (spin up / spin down), the calculation gives 2.7 / 2.7 eV. The value obtained for the total energy is -135328.6695 eV.

# O4V2

O4V2 as an isolated structure (ωB97M-V/def2-TZVPD, the OMol25 dataset).

Structure (ORCA input):
```
! wB97M-V def2-TZVPD RIJCOSX def2/J DEFGRID3
* xyz 2 1
O -0.78 -0.09 1.47
V -0.03 -1.44 1.69
O -0.58 -2.81 1.20
O -0.06 0.31 -1.05
V 0.05 1.64 -1.82
O 1.40 2.40 -1.50
*
```

The value obtained for the orbital gap is 0.33910 hartree. For the lowest unoccupied orbital energy, the calculation gives -11.9 eV. The value obtained for the total energy is -59540.4148 eV.

# C4H8ClP

One molecule with the formula C4H8ClP (ωB97M-V/def2-TZVPD, the OMol25 dataset).

Structure (ORCA input):
```
! wB97M-V def2-TZVPD RIJCOSX def2/J DEFGRID3
* xyz 0 1
C 1.24 -0.76 -0.71
C -0.12 1.37 -0.38
C -0.97 -1.04 0.04
C 0.15 -0.04 0.15
P 2.34 -1.76 0.06
Cl 1.15 -0.42 -2.38
H 0.61 1.67 -1.23
H -1.14 1.67 -0.74
H 0.05 2.01 0.50
H -1.04 -1.22 -0.99
H -1.91 -0.71 0.39
H -0.74 -1.99 0.41
H 0.53 0.03 1.19
H 2.72 -2.28 -1.30
*
```

The value obtained for the orbital gap is 0.33753 hartree. For the lowest unoccupied orbital energy, the calculation gives 0.1 eV. The value obtained for the total energy is -26087.1213 eV.

# C5H11N3

C5H11N3 as an isolated structure (ωB97M-V/def2-TZVPD, the OMol25 dataset).

Structure (ORCA input):
```
! wB97M-V def2-TZVPD RIJCOSX def2/J DEFGRID3
* xyz 0 1
C -0.44 -1.78 -0.31
C 2.59 0.63 -0.36
C -2.23 -0.10 0.38
N 1.45 0.48 0.52
N 0.32 -1.84 0.89
C 0.23 0.66 0.13
C -0.78 -0.39 0.13
N -0.20 1.95 -0.15
H -0.25 -1.90 1.73
H 0.56 2.60 -0.31
H -0.96 2.07 -0.79
H 0.14 -1.89 -1.23
H -1.31 -2.44 -0.32
H 3.23 -0.23 -0.23
H 2.35 0.78 -1.43
H 3.18 1.50 -0.01
H -2.89 -0.70 -0.25
H -2.49 -0.33 1.42
H -2.50 0.93 0.18
*
```

The value obtained for the orbital gap is 0.27243 hartree. For the lowest unoccupied orbital energy, the calculation gives 0.3 eV. The value obtained for the total energy is -9829.2605 eV.

# C28H42LuN7O

C28H42LuN7O as an isolated structure (ωB97M-V/def2-TZVPD, the OMol25 dataset).

Structure (ORCA input):
```
! wB97M-V def2-TZVPD RIJCOSX def2/J DEFGRID3
* xyz 2 1
Lu 0.38 -0.27 -0.08
C 3.73 -1.83 -1.33
C 3.11 -2.71 -0.24
N 2.35 -1.91 0.73
C 3.27 -1.30 1.72
C 2.70 0.02 2.25
N 2.35 0.88 1.10
C 2.34 2.31 1.47
C 1.77 3.17 0.34
C 2.28 2.79 -1.04
N 1.47 1.69 -1.61
C 2.07 1.21 -2.87
C 1.35 -0.04 -3.36
N 1.56 -1.16 -2.42
C 2.89 -1.79 -2.61
H 4.71 -2.22 -1.60
H 3.87 -0.82 -0.95
H 3.91 -3.27 0.28
H 2.44 -3.44 -0.69
H 1.76 -2.56 1.25
H 4.22 -1.10 1.23
H 3.47 -1.98 2.56
H 3.46 0.49 2.89
H 1.81 -0.17 2.86
H 3.12 0.78 0.44
H 3.36 2.64 1.70
H 1.73 2.43 2.37
H 2.01 4.21 0.56
H 0.68 3.09 0.32
H 3.33 2.48 -0.99
H 2.25 3.67 -1.70
H 0.57 2.12 -1.86
H 3.11 0.97 -2.67
H 2.05 1.99 -3.65
H 1.72 -0.29 -4.36
H 0.27 0.16 -3.44
H 0.88 -1.87 -2.70
H 3.45 -1.25 -3.37
H 2.77 -2.82 -2.97
O -1.54 1.31 -0.92
C -2.64 0.81 -1.68
C -2.34 -0.54 -2.30
C -3.08 -0.96 -3.40
C -2.88 -2.24 -3.90
C -1.96 -3.06 -3.26
C -1.24 -2.54 -2.19
N -1.39 -1.29 -1.73
H -1.93 1.86 -0.23
H -2.91 1.52 -2.47
H -3.52 0.68 -1.03
H -3.81 -0.31 -3.85
H -3.43 -2.59 -4.76
H -1.79 -4.07 -3.59
H -0.52 -3.16 -1.67
C -1.18 2.12 2.22
N -0.69 0.81 1.80
C -0.89 -0.11 2.71
C -0.76 -1.49 2.45
C -1.00 -2.55 3.34
C -0.90 -3.71 2.60
C -0.60 -3.32 1.29
N -0.50 -1.98 1.18
C -2.70 2.23 2.20
C -3.54 1.17 1.87
C -4.92 1.30 1.98
C -5.47 2.50 2.40
C -4.64 3.57 2.70
C -3.27 3.43 2.60
H -0.76 2.91 1.59
H -0.86 2.34 3.25
H -1.23 0.16 3.71
H -1.23 -2.46 4.38
H -1.05 -4.72 2.95
H -0.46 -3.97 0.45
H -3.13 0.22 1.54
H -5.55 0.46 1.77
H -6.54 2.59 2.51
H -5.07 4.50 3.02
H -2.63 4.26 2.86
*
```

The value obtained for the orbital gap is 0.29261 hartree. For the lowest unoccupied orbital energy, the calculation gives -5.3 eV. The value obtained for the total energy is -75807.7562 eV.

# C3H10O4

A 2-piece molecular cluster, C3H10O4 overall (ωB97M-V/def2-TZVPD, the OMol25 dataset).

Structure (ORCA input):
```
! wB97M-V def2-TZVPD RIJCOSX def2/J DEFGRID3
* xyz 0 1
C -0.76 -1.09 -0.93
O -1.18 -1.30 0.37
O -1.82 -0.77 -1.75
O -0.04 -2.19 -1.40
H -2.53 -1.41 -1.61
H -0.58 -2.98 -1.30
H -0.58 -0.81 0.97
H -0.06 -0.24 -1.00
C 1.82 0.60 0.33
C -0.16 1.71 1.17
O 0.61 0.54 1.16
H -0.54 1.96 0.17
H 1.73 1.41 -0.40
H 2.66 0.80 1.00
H 2.04 -0.34 -0.17
H -1.00 1.53 1.84
H 0.42 2.57 1.55
*
```

The value obtained for the orbital gap is 0.40994 hartree. For the lowest unoccupied orbital energy, the calculation gives 0.8 eV. The value obtained for the total energy is -11462.2636 eV.

# C4H5BrO

A 2-piece molecular cluster, C4H5BrO overall (ωB97M-V/def2-TZVPD, the OMol25 dataset).

Structure (ORCA input):
```
! wB97M-V def2-TZVPD RIJCOSX def2/J DEFGRID3
* xyz 0 1
C -1.45 0.03 0.67
C -0.41 0.15 -0.08
C 0.60 0.30 -0.86
C 1.60 1.15 1.35
O 1.20 0.32 2.03
Br 0.57 2.79 1.14
H -1.85 -0.95 0.53
H 1.53 -0.18 -0.82
H 0.60 1.06 -1.57
H 2.66 1.32 0.98
H -1.76 0.68 1.41
*
```

The value obtained for the orbital gap is 0.36084 hartree. For the lowest unoccupied orbital energy, the calculation gives 0.5 eV. The value obtained for the total energy is -76315.6687 eV.

# C37H20F4N7O4S4Ti

C37H20F4N7O4S4Ti as an isolated structure (ωB97M-V/def2-TZVPD, the OMol25 dataset).

Structure (ORCA input):
```
! wB97M-V def2-TZVPD RIJCOSX def2/J DEFGRID3
* xyz 1 1
Ti -0.41 1.32 0.34
S -2.18 0.33 2.52
C -1.21 -0.86 3.02
C -1.56 -1.78 4.08
C -0.71 -2.43 4.90
C 0.75 -2.38 5.00
C 1.60 -1.54 4.40
C 1.20 -0.42 3.47
S 2.71 0.14 2.60
C 2.30 1.89 2.27
C 2.56 2.33 0.86
C 3.83 2.75 0.52
C 4.07 3.26 -0.74
C 3.01 3.34 -1.62
C 1.76 2.88 -1.24
C 0.66 2.98 -2.26
S -0.98 3.08 -1.51
C -0.75 4.60 -0.61
C -0.56 5.79 -1.29
C -0.36 6.96 -0.58
C -0.38 6.94 0.81
C -0.60 5.76 1.49
C -0.79 4.57 0.78
S -1.16 3.07 1.65
N 1.53 2.37 -0.02
H -2.62 -1.90 4.24
H -1.18 -3.06 5.64
H 1.17 -3.10 5.69
H 2.65 -1.62 4.63
H 2.90 2.50 2.94
H 1.26 2.07 2.51
H 4.62 2.70 1.26
H 5.06 3.60 -1.02
H 3.14 3.76 -2.61
H 0.65 2.09 -2.89
H 0.82 3.85 -2.89
H -0.57 5.81 -2.38
H -0.21 7.90 -1.11
H -0.23 7.86 1.36
H -0.64 5.74 2.57
C 0.62 0.69 4.37
C 0.19 -0.98 2.41
N 0.20 -0.28 1.11
C 0.45 -1.26 0.12
C 0.61 -2.47 0.68
N 0.52 -2.35 2.02
C 0.73 -3.84 0.09
O 0.73 -3.91 -1.23
O 0.77 -4.79 0.81
C 0.45 -0.79 -1.25
O 0.58 -1.53 -2.22
O 0.25 0.49 -1.33
H 0.08 1.45 3.82
H 1.43 1.16 4.94
H -0.08 0.26 5.09
H 0.46 -3.16 2.62
H 0.77 -3.00 -1.66
F -2.51 -4.98 -1.18
C -2.32 -4.25 -2.26
C -2.03 -4.84 -3.43
F -1.94 -6.15 -3.47
C -1.79 -4.09 -4.65
C -1.93 -2.65 -4.52
C -2.22 -2.07 -3.35
F -2.34 -0.75 -3.28
C -2.41 -2.82 -2.13
C -2.59 -2.20 -0.92
C -2.46 -0.80 -0.72
N -2.18 0.27 -0.39
C -2.67 -2.88 0.34
N -2.70 -3.28 1.42
F -1.76 -1.90 -5.59
C -1.45 -4.69 -5.82
C -1.20 -3.97 -7.04
N -0.95 -3.46 -8.03
C -1.30 -6.11 -5.98
N -1.16 -7.23 -6.19
*
```

The value obtained for the orbital gap is 0.18293 hartree. For the lowest unoccupied orbital energy, the calculation gives -5.7 eV. The value obtained for the total energy is -134634.1025 eV.

# C10H20N2O3S2

One molecule with the formula C10H20N2O3S2 (ωB97M-V/def2-TZVPD, the OMol25 dataset).

Structure (ORCA input):
```
! wB97M-V def2-TZVPD RIJCOSX def2/J DEFGRID3
* xyz 0 1
C 2.23 -1.72 0.51
C 0.96 -0.99 0.91
C 3.40 -0.75 0.50
C 3.20 0.41 -0.49
C 4.06 2.69 0.86
C -1.29 -0.51 -0.02
C -1.85 -1.90 0.11
C -1.90 0.14 -1.23
C -3.36 0.62 -1.03
C -5.28 2.28 0.24
H 1.49 -3.12 -0.73
H 2.98 -2.58 -1.27
H 2.30 -2.45 1.31
H 4.33 -1.26 0.30
H 3.49 -0.27 1.50
H 2.31 1.00 -0.31
H 2.99 -0.02 -1.46
H 4.82 3.49 0.90
H 4.08 2.15 1.81
H 3.07 3.17 0.69
H 0.50 -0.99 -1.07
H -1.43 -0.01 0.93
H -1.33 1.03 -1.54
H -1.85 -0.61 -2.06
H -4.10 -0.13 -0.77
H -3.67 1.14 -1.92
H -5.81 1.32 0.19
H -5.54 2.78 1.17
H -5.44 2.98 -0.62
H -3.05 -2.92 1.15
N 2.08 -2.32 -0.81
N 0.19 -0.61 -0.15
O 0.72 -0.68 2.06
O -1.46 -2.88 -0.51
O -2.86 -1.98 1.01
S 4.51 1.64 -0.55
S -3.49 1.89 0.39
*
```

The value obtained for the orbital gap is 0.33624 hartree. For the lowest unoccupied orbital energy, the calculation gives 0.7 eV. The value obtained for the total energy is -41488.3413 eV.

> Which value of total energy does entry 12 give?

-41488.3413 eV